Density functional theory data (wB97M-V/def2-TZVPD) for a structure of composition C27H29CaNOS2.

Last column: natural (NBO) charge in e.
Geometry (Å):
1 Ca -1.23948 -1.06905 0.33989  1.73
2 C 4.31976 -1.96233 -4.30044  -0.59
3 C 3.45779 -0.81072 -3.76412  -0.08
4 C 2.05408 -0.94818 -4.35064  -0.61
5 C 4.04702 0.52622 -4.23603  -0.59
6 C 3.45293 -0.84888 -2.23740  -0.01
7 C 4.67524 -0.73323 -1.54419  -0.16
8 C 4.74724 -0.74510 -0.16911  -0.22
9 C 3.56491 -0.87766 0.55419  -0.26
10 S 3.29118 -0.90510 2.26366  0.40
11 C 1.58173 -1.05820 1.98597  0.11
12 N 1.23844 -1.11240 0.72594  -0.60
13 C 2.34399 -1.00447 -0.10514  0.20
14 C 2.29130 -0.98682 -1.50185  -0.25
15 C 0.61061 -1.09128 3.09840  -0.10
16 C 1.07899 -1.08194 4.41582  -0.22
17 C 0.17162 -1.09498 5.45931  -0.24
18 C -1.18934 -1.12036 5.17423  -0.21
19 C -1.62819 -1.13177 3.85513  -0.25
20 C -0.75523 -1.11553 2.75687  -0.53
21 H 4.33377 -1.94205 -5.39207  0.21
22 H 3.92494 -2.92826 -3.98150  0.21
23 H 5.35041 -1.88911 -3.95248  0.21
24 H 2.11157 -0.91225 -5.43953  0.22
25 H 1.39720 -0.13793 -4.02865  0.21
26 H 1.59004 -1.89783 -4.07766  0.21
27 H 4.05877 0.56524 -5.32718  0.21
28 H 5.07105 0.66068 -3.88663  0.21
29 H 3.45349 1.36584 -3.87023  0.21
30 H 5.59411 -0.62922 -2.10595  0.20
31 H 5.70303 -0.65244 0.32953  0.22
32 H 1.33021 -1.06948 -1.99113  0.21
33 H 2.14011 -1.06817 4.64302  0.20
34 H 0.51919 -1.09101 6.48441  0.21
35 H -1.90694 -1.13751 5.98702  0.21
36 H -2.70213 -1.16027 3.68355  0.20
37 O -0.89305 1.17587 -0.08640  -1.07
38 S -0.41323 2.03244 1.08029  1.23
39 C -0.54066 3.73465 0.44536  -0.60
40 C -1.56825 4.47651 1.29728  -0.41
41 C -2.62393 3.43990 1.66798  -0.42
42 C -1.84126 2.23711 2.17411  -0.60
43 H -0.89541 3.58479 -0.57558  0.25
44 H 0.44766 4.18842 0.41701  0.24
45 H -1.97755 5.32547 0.74959  0.23
46 H -1.09821 4.86914 2.20212  0.21
47 H -3.20763 3.15247 0.79113  0.22
48 H -3.31722 3.80590 2.42487  0.23
49 H -2.37805 1.28897 2.16769  0.27
50 H -1.43739 2.37939 3.17938  0.24
51 C -6.46939 -1.02573 -0.39983  -0.25
52 C -5.63477 0.06220 -0.60257  -0.23
53 C -4.25472 -0.09426 -0.49407  -0.29
54 C -3.62776 -1.31506 -0.18174  -0.57
55 C -4.52263 -2.38176 0.01347  -0.26
56 C -5.90359 -2.25570 -0.09136  -0.23
57 H -7.54448 -0.92000 -0.48254  0.20
58 H -6.05663 1.03119 -0.84966  0.19
59 H -3.64389 0.79203 -0.67556  0.17
60 H -4.14047 -3.36989 0.26413  0.18
61 H -6.54092 -3.11851 0.06986  0.20

Output
Net charge: 0
HOMO level in eV: -7.26
Maximum force in eV/A: 0.30

Density functional theory data (wB97M-V/def2-TZVPD) for a structure of composition C55H56AsBr2GeN2OSiW.

Last column: Mulliken charge in e.
Geometry (Å):
1 W -0.90970 0.23442 -0.38671  -0.45
2 Br -5.17362 -1.87804 1.09352  -0.17
3 C -5.25691 -0.11087 0.43589  0.09
4 C -6.42839 0.62387 0.64474  -0.26
5 C -6.57345 1.87011 0.11568  -0.18
6 Br -8.16773 2.84114 0.47573  -0.29
7 C -5.58043 2.40484 -0.73699  1.42
8 C -5.71210 3.63025 -1.42948  -1.05
9 C -4.76261 4.00378 -2.33232  -1.07
10 C -3.67441 3.13964 -2.55223  -0.37
11 N -3.48760 2.02839 -1.89420  0.31
12 C -4.39700 1.64983 -0.96166  -0.47
13 C -4.15414 0.39530 -0.25971  -0.48
14 O -3.04022 -0.24348 -0.30726  0.77
15 H -7.21590 0.18290 1.24083  0.45
16 H -6.58214 4.24537 -1.24626  0.33
17 H -4.83895 4.93237 -2.88225  0.43
18 H -2.92641 3.39288 -3.30159  0.33
19 C -1.98135 5.03251 0.15637  -1.53
20 Ge -1.18355 3.58706 1.23831  1.16
21 C 0.43939 4.28326 2.07501  -1.04
22 C -2.44396 3.11104 2.67277  -1.33
23 C -1.06232 2.02859 0.08486  1.60
24 H -1.44064 5.97056 0.29498  0.51
25 H -3.02550 5.18824 0.43628  0.40
26 H -1.95063 4.77641 -0.90315  0.30
27 H 0.15545 5.21646 2.57051  0.55
28 H 1.21568 4.49845 1.34370  0.20
29 H 0.83520 3.59199 2.81887  0.26
30 H -2.73675 3.99699 3.24165  0.56
31 H -1.98899 2.39812 3.36373  0.19
32 H -3.34126 2.65787 2.24436  0.24
33 H -1.50939 2.23621 -0.91918  0.07
34 C 1.18434 1.82158 -4.45788  -1.90
35 C 0.65680 0.66740 -3.65514  1.32
36 C -0.61280 0.66894 -3.14538  -1.46
37 C -1.17458 -0.46487 -2.43385  0.76
38 C -2.51943 -0.95608 -2.93842  -1.86
39 C -0.14421 -1.39506 -1.92022  0.78
40 As -0.95849 -2.73755 -0.61736  0.53
41 N -0.93411 -1.44501 0.77202  -0.07
42 C -1.72407 -1.71103 1.88046  1.37
43 C -1.94374 -3.01707 2.34612  -0.23
44 C -2.69984 -3.25750 3.48410  -0.93
45 C -3.25364 -2.21140 4.20840  -1.05
46 C -3.06520 -0.91428 3.74585  -0.61
47 C -2.33727 -0.66927 2.59735  0.00
48 C 0.49781 -4.00030 -0.17528  0.10
49 C 1.34634 -3.98459 0.94092  0.98
50 C 1.31477 -2.93878 2.02430  -1.48
51 C 2.28000 -5.01395 1.08189  -1.06
52 C 2.38947 -6.05551 0.17674  0.55
53 C 3.43932 -7.12218 0.33703  -1.58
54 C 1.50401 -6.08133 -0.89348  -0.96
55 C 0.55847 -5.08226 -1.07373  0.47
56 C -0.36434 -5.17392 -2.26637  -1.91
57 C 1.12016 -1.46471 -2.58026  0.83
58 C 2.13574 -2.55307 -2.37018  -1.51
59 C 1.46710 -0.46816 -3.46043  -0.25
60 H 0.40606 2.56205 -4.64863  0.30
61 H 1.57673 1.47589 -5.41704  0.49
62 H 2.00025 2.32117 -3.92885  0.21
63 H -1.30105 1.47152 -3.39843  0.26
64 H -3.22769 -0.12995 -2.99022  0.40
65 H -2.94356 -1.73338 -2.30782  0.30
66 H -2.38020 -1.36076 -3.94728  0.37
67 H -1.50897 -3.85941 1.81874  0.41
68 H -2.84460 -4.28055 3.81262  0.42
69 H -3.83871 -2.40271 5.09901  0.35
70 H -3.52368 -0.07817 4.26215  0.50
71 H -2.28098 0.34142 2.21421  -0.47
72 H 1.16542 -1.93520 1.63887  -0.24
73 H 2.24139 -2.97155 2.59900  0.61
74 H 0.49207 -3.12072 2.71912  0.77
75 H 2.95197 -4.98582 1.93477  0.32
76 H 3.88508 -7.08852 1.33135  0.38
77 H 4.24287 -6.99317 -0.39198  0.31
78 H 3.01895 -8.11843 0.18720  0.37
79 H 1.55204 -6.89567 -1.61070  0.32
80 H -0.11029 -6.04274 -2.87433  0.45
81 H -0.29796 -4.29097 -2.90845  0.37
82 H -1.40916 -5.26377 -1.96376  0.34
83 H 3.08525 -2.25265 -2.81265  0.52
84 H 1.82300 -3.48723 -2.84204  0.55
85 H 2.31155 -2.76036 -1.32047  -0.15
86 H 2.44744 -0.50023 -3.92140  0.42
87 C 5.58496 -1.31321 -1.34117  -0.87
88 C 4.93280 -1.79068 -0.21449  -0.74
89 C 3.76654 -1.17753 0.22885  -0.64
90 C 3.20226 -0.07998 -0.42754  0.65
91 C 3.89259 0.38675 -1.55316  -0.35
92 C 5.05946 -0.21346 -2.00752  -0.70
93 Si 1.59479 0.81008 0.16991  -0.76
94 C 2.11327 2.59022 -0.37671  0.58
95 C 3.25326 3.18334 0.17889  -0.37
96 C 3.66687 4.46122 -0.16934  -0.75
97 C 2.95236 5.19197 -1.11121  -0.76
98 C 1.83553 4.62020 -1.70116  -0.73
99 C 1.43081 3.33934 -1.33589  0.00
100 C 1.85797 0.81127 2.07351  0.95
101 C 0.75456 0.78889 2.92338  0.62
102 C 0.87536 0.78300 4.30703  -0.88
103 C 2.13407 0.80234 4.88829  -1.01
104 C 3.25764 0.82002 4.07084  -0.85
105 C 3.11631 0.81716 2.68912  -0.12
106 H 6.49464 -1.78469 -1.69386  0.33
107 H 5.32924 -2.64349 0.32540  0.41
108 H 3.29686 -1.56290 1.12324  0.65
109 H 3.51558 1.25250 -2.08597  0.28
110 H 5.56095 0.18366 -2.88318  0.41
111 H 3.83112 2.64084 0.91766  0.03
112 H 4.54550 4.89036 0.29887  0.40
113 H 3.26853 6.19170 -1.38485  0.34
114 H 1.27320 5.16942 -2.44863  0.44
115 H 0.55782 2.91329 -1.81283  0.26
116 H -0.23682 0.77067 2.49929  -0.32
117 H -0.01748 0.74712 4.92157  0.44
118 H 2.24166 0.79227 5.96646  0.36
119 H 4.24879 0.82812 4.51022  0.37
120 H 4.01352 0.80358 2.08002  0.21

Output
Net charge: -1
Relative energy (zero: lowest compared OMol25 entry of this formula, charge and spin) in eV: 0.000
HOMO level (alpha / beta) in eV: -3.82 / -3.82
Maximum force in eV/A: 1.15

Density functional theory data (wB97M-V/def2-TZVPD) for a cluster of 7 separate species, H14O6S2 in total.

Last column: natural (NBO) charge in e.
Geometry (Å):
1 S 4.52045 -1.03883 -0.09617  -0.14
2 S 2.90395 -0.35191 -1.27362  -0.13
3 H 4.15753 -2.32405 -0.14710  0.13
4 H 2.34004 -1.55695 -1.39412  0.13
5 O -1.79692 -0.09025 2.75649  -0.96
6 H -1.03861 -0.33610 3.30730  0.49
7 H -1.47547 0.75551 2.42053  0.48
8 O -1.59396 -1.92133 0.56473  -0.99
9 H -1.70755 -1.17799 1.18081  0.50
10 H -2.50655 -2.22142 0.48421  0.48
11 O -0.16210 1.83162 -2.47992  -0.99
12 H -0.07488 2.22435 -3.35361  0.47
13 H -0.61579 0.97737 -2.61674  0.50
14 O -1.25385 -0.54400 -1.88913  -0.97
15 H -0.90764 -0.81247 -1.02489  0.50
16 H -1.36981 -1.36755 -2.37037  0.48
17 O -0.56429 2.16815 0.61389  -0.98
18 H -0.53118 2.52426 -0.29093  0.51
19 H -0.89133 2.88868 1.16461  0.47
20 O 0.99892 -0.02065 1.82894  -0.96
21 H 0.54286 -0.49125 1.11608  0.47
22 H 1.02618 0.88482 1.49902  0.49

Output
Net charge: 0
Relative energy (zero: lowest compared OMol25 entry of this formula, charge and spin) in eV: 0.775
HOMO level in eV: -8.31
Maximum force in eV/A: 0.50
Structure (SMILES): SS.O.O.O.O.O.O

Density functional theory data (wB97M-V/def2-TZVPD) for a structure of composition C42H39N5O4SSb2Y.

Last column: Mulliken charge in e.
Geometry (Å):
1 Y -1.42671 0.76327 0.87802  0.48
2 C -5.97045 0.66801 0.28542  -2.04
3 C -4.49422 0.83689 0.14219  0.55
4 N -3.62687 0.02039 0.64024  1.65
5 N -4.12439 -1.09637 1.25989  -1.73
6 C -3.29136 -1.70522 2.07976  0.58
7 N -3.72852 -2.90062 2.51958  -0.34
8 S -1.73064 -1.17135 2.66711  -0.41
9 C -3.97256 1.99827 -0.63190  0.65
10 C -4.84783 2.85176 -1.29193  -0.94
11 C -4.34278 3.93626 -1.99194  -0.55
12 C -2.97662 4.14688 -2.01159  -1.05
13 C -2.16529 3.24713 -1.34289  -0.38
14 N -2.63706 2.18877 -0.68168  0.62
15 H -6.18679 -0.09867 1.02018  0.42
16 H -6.42884 1.60717 0.59153  0.47
17 H -6.42103 0.36957 -0.66319  0.36
18 H -4.66141 -3.18349 2.27059  0.24
19 H -3.25985 -3.35900 3.28168  0.23
20 H -5.90911 2.66971 -1.26062  0.49
21 H -5.01284 4.60719 -2.51060  0.43
22 H -2.53606 4.98323 -2.53195  0.46
23 H -1.08811 3.37114 -1.33527  0.70
24 O 0.36089 1.59746 1.92427  0.08
25 C 0.49671 2.21755 2.99981  -0.03
26 C -0.55151 2.72941 3.80530  0.52
27 C -0.17973 3.33936 5.02309  -0.44
28 C -1.15102 3.80055 5.85840  -0.57
29 C -2.51324 3.67477 5.54354  -0.38
30 C -2.89389 3.10173 4.36293  -0.82
31 C -1.93024 2.62647 3.43674  0.09
32 O -2.30290 2.12220 2.31006  -0.01
33 N -0.76505 4.43250 7.12618  1.03
34 O -1.66007 4.79987 7.85424  -0.62
35 O 0.41999 4.54882 7.35026  -0.62
36 H 1.52168 2.38730 3.35482  0.33
37 H 0.86110 3.43377 5.30108  0.59
38 H -3.24603 4.03717 6.25035  0.52
39 H -3.93680 2.99736 4.10411  0.47
40 C -0.93963 -1.66325 -0.81383  0.28
41 C -0.13051 -1.43263 -2.09327  0.68
42 C -0.10914 0.03586 -2.50807  -1.45
43 Sb 1.13160 1.38961 -1.34532  0.47
44 C 2.74913 0.22420 -0.62792  0.67
45 C 3.30050 -0.87478 -1.28393  -0.29
46 C 4.49184 -1.42750 -0.84253  -0.58
47 C 5.15851 -0.87539 0.24132  -0.50
48 C 4.62550 0.22334 0.89423  -0.76
49 C 3.42006 0.76410 0.46623  -0.82
50 C 2.16364 2.35059 -2.92063  0.62
51 C 2.56168 3.67124 -2.75056  -0.67
52 C 3.35988 4.28918 -3.70347  -0.58
53 C 3.76324 3.58655 -4.82737  -0.47
54 C 3.36370 2.26986 -5.00268  -0.76
55 C 2.56732 1.65086 -4.05261  -0.18
56 Sb -0.75874 -3.66498 0.07842  0.90
57 C 1.13467 -3.41065 1.01034  0.03
58 C 1.55707 -2.23238 1.61511  0.30
59 C 2.73290 -2.18947 2.34876  -0.83
60 C 3.51055 -3.32936 2.47910  -0.60
61 C 3.10676 -4.51031 1.87331  -0.74
62 C 1.92390 -4.55140 1.15178  -0.39
63 C -0.01915 -4.56278 -1.71414  -0.18
64 C -0.93590 -5.25079 -2.50468  -0.48
65 C -0.54859 -5.83128 -3.70592  -0.61
66 C 0.76818 -5.73644 -4.12363  -0.47
67 C 1.69559 -5.06441 -3.33882  -0.76
68 C 1.30420 -4.48274 -2.14316  0.29
69 H -2.00635 -1.47780 -0.99056  0.62
70 H -0.58914 -0.95406 -0.05097  -1.31
71 H -0.58385 -2.02913 -2.89023  0.71
72 H 0.87609 -1.82702 -1.96493  -0.95
73 H -1.12485 0.44067 -2.41900  0.45
74 H 0.18654 0.18930 -3.54853  0.73
75 H 2.81880 -1.30293 -2.15420  0.35
76 H 4.90857 -2.28526 -1.35344  0.45
77 H 6.09510 -1.30153 0.57332  0.43
78 H 5.14481 0.66059 1.73608  0.43
79 H 3.01221 1.62271 0.98634  0.21
80 H 2.25266 4.23042 -1.87494  0.35
81 H 3.66435 5.31714 -3.56553  0.41
82 H 4.39006 4.06351 -5.56661  0.39
83 H 3.67673 1.72287 -5.88073  0.40
84 H 2.27070 0.62117 -4.20838  0.27
85 H 0.96481 -1.32288 1.53453  0.06
86 H 3.04160 -1.26498 2.81478  0.51
87 H 4.42620 -3.29881 3.05288  0.44
88 H 3.70869 -5.40361 1.97106  0.42
89 H 1.62189 -5.48756 0.69629  0.49
90 H -1.96773 -5.34359 -2.18580  0.36
91 H -1.27271 -6.36409 -4.30679  0.41
92 H 1.07542 -6.19513 -5.05412  0.39
93 H 2.72672 -4.99854 -3.65900  0.43
94 H 2.04337 -3.97355 -1.53539  0.38

Output
Net charge: +1
Relative energy (zero: lowest compared OMol25 entry of this formula, charge and spin) in eV: 0.404
HOMO level in eV: -10.49
Maximum force in eV/A: 1.31